(1)
ORCA calculation (the ωB97M-V functional and the def2-TZVPD basis) on a molecular structure, C25H31BClN7O8S3Sn.

The total energy is -104775.735 eV. The energy above the lowest of the compared OMol25 structures with the same formula, charge and spin is 0.000 eV. As for the total charge: -2. The calculation puts the HOMO energy at -1.61 eV.

```
77
Properties=species:S:1:pos:R:3:forces:R:3:mulliken_charge:R:1
Sn -10.94492 -11.75636 15.46104 -1.7 -0.5 0.1 0.91
C -8.84595 -16.22503 15.03642 -0.9 -0.8 1.0 -0.65
N -10.20827 -16.68408 14.67653 -0.1 1.7 -0.6 0.32
C -10.87860 -17.80015 15.11803 -0.6 -0.5 -0.5 -0.58
C -12.03587 -17.87163 14.40489 -1.0 -0.5 0.9 -0.56
N -12.17181 -16.77511 13.61637 1.9 1.3 -0.4 0.17
B -13.18090 -16.60161 12.47227 0.3 -0.6 -2.2 0.70
N -13.76286 -15.18174 12.34692 0.4 -0.5 2.4 0.14
C -13.92907 -14.40947 11.23987 0.9 -1.6 -1.3 -0.55
C -14.57346 -13.29195 11.55969 -0.9 0.2 1.0 -0.46
N -14.83093 -13.39267 12.94498 0.5 0.0 0.5 0.28
C -15.50589 -12.39778 13.75659 -1.1 -0.1 -0.6 -0.80
C -14.22439 -14.55367 13.48122 -1.2 1.8 -3.5 -0.32
S -14.21390 -14.94005 15.07291 -0.2 -0.3 1.1 -0.41
C -11.03931 -15.98039 13.77518 -0.1 -1.9 0.9 -0.46
S -10.66321 -14.49734 13.14962 0.2 0.4 -0.7 -0.27
H -8.09224 -16.84779 14.53523 -0.2 0.0 0.2 0.30
H -8.74969 -16.30358 16.16235 0.1 0.2 -1.3 0.31
H -8.71312 -15.19486 14.69905 -0.3 -0.2 0.2 0.02
H -10.59299 -18.38902 15.96616 0.4 -0.1 0.0 0.39
H -12.92016 -18.51940 14.50261 0.9 0.2 0.1 0.37
H -14.09368 -17.42563 12.50665 0.2 0.1 0.5 -0.25
H -12.58288 -16.80031 11.35582 -0.3 0.1 0.8 -0.26
H -13.55309 -14.80961 10.27355 -0.4 0.6 0.9 0.41
H -14.99173 -12.55658 10.89183 0.1 0.2 0.4 0.45
H -15.56448 -11.50064 13.12629 0.0 0.0 0.3 0.37
H -14.94166 -12.17663 14.67101 -0.3 -0.2 -0.2 0.17
H -16.59188 -12.70431 13.98697 1.6 0.3 0.0 0.22
O -8.40380 -9.40282 17.51753 0.8 0.9 1.3 -0.66
C -9.07797 -9.95619 16.71009 -0.6 -2.3 -1.0 0.55
O -9.41773 -11.23383 16.71761 1.0 0.8 1.0 -0.65
C -9.57512 -9.27154 15.45041 -0.7 1.5 -1.0 0.69
O -8.95620 -8.29713 15.02602 0.0 -0.1 -0.2 -0.67
O -10.67198 -9.73064 14.91840 1.3 0.5 -0.2 -0.72
C -6.43083 -5.59451 14.82670 0.0 1.1 1.0 -1.08
C -5.58190 -5.58624 13.56258 0.5 -1.0 0.9 -0.60
S -5.30703 -7.25344 12.89473 -0.8 -0.9 -0.5 1.20
O -5.08691 -8.23743 13.93088 0.3 0.8 -0.1 -0.60
O -4.36018 -7.10169 11.81937 0.6 0.2 -0.1 -0.70
C -6.86337 -7.72235 12.08524 -0.8 1.9 0.5 -0.31
C -6.76807 -9.00848 11.28923 0.4 -0.7 -0.9 -1.23
N -7.31558 -10.16893 12.02614 -0.1 -0.4 -0.1 0.33
C -8.63146 -10.47191 12.33707 1.1 0.6 -0.6 0.63
N -8.78305 -11.61103 12.95179 2.4 -0.7 1.1 -0.13
C -7.49192 -12.05444 13.18359 -0.4 -0.8 -0.7 -0.33
C -6.56324 -11.24110 12.54447 -2.6 0.8 0.7 -0.09
N -5.21333 -11.35906 12.38614 3.8 -0.4 -1.4 0.98
O -4.65195 -10.70434 11.40970 -0.9 -2.1 2.7 -0.66
O -4.56787 -12.14799 13.11532 -1.4 1.5 -1.3 -0.60
C -9.80006 -9.67705 12.00114 -1.4 1.4 -0.9 -1.32
H -6.04824 -4.75811 15.48509 -0.5 -1.0 -0.5 0.32
H -6.45820 -6.53267 15.38495 0.5 0.0 -0.1 0.33
H -7.48718 -5.39839 14.64690 0.0 0.1 -0.3 0.30
H -4.56250 -5.18213 13.72870 -0.5 -0.5 0.0 0.41
H -6.02007 -4.99774 12.78967 -0.3 0.3 -0.8 0.42
H -7.12627 -6.80347 11.47428 0.3 -1.2 0.4 0.50
H -7.61257 -7.79344 12.89562 0.2 0.0 -0.3 0.21
H -5.69520 -9.29313 11.03762 -1.6 0.7 0.4 0.51
H -7.30290 -8.95037 10.30701 0.2 0.2 0.9 0.29
H -7.32427 -13.02648 13.65001 0.1 0.5 -0.1 0.39
H -9.74834 -9.34524 10.92503 -0.1 0.0 1.0 0.45
H -9.99093 -8.82146 12.71238 0.5 -0.7 -0.8 0.12
H -10.68538 -10.32790 12.11393 0.5 0.2 -0.1 0.30
Cl -13.53415 -14.13736 21.60803 -0.3 -0.7 0.8 -0.29
C -13.29866 -13.09530 20.26708 1.1 1.0 -0.1 0.57
C -14.32219 -12.85062 19.37306 -0.2 -0.8 -0.1 -0.71
C -14.10331 -12.04164 18.26648 1.3 0.6 0.4 -0.27
C -12.85592 -11.41033 18.09168 0.6 0.4 -0.4 0.66
C -12.43093 -10.63421 16.86996 -0.7 0.5 0.9 -1.40
C -11.87781 -11.57709 19.10834 0.2 0.0 -0.3 -0.23
C -12.05849 -12.43380 20.16724 0.0 0.0 0.3 -0.72
H -15.25097 -13.41253 19.50565 0.2 0.4 -0.1 0.34
H -14.86939 -11.81144 17.56007 -0.5 -0.2 -0.4 0.28
H -11.91829 -9.69882 17.21878 -0.1 -0.8 -0.4 0.39
H -13.28312 -10.26882 16.25544 0.3 -0.4 0.3 0.40
H -10.89761 -11.08004 19.06712 -0.6 -0.1 -0.4 0.17
H -11.19368 -12.52425 20.87629 -1.3 -0.3 -0.5 0.30
```
Forces are in eV/Å.



(2)
ORCA calculation (the ωB97M-V functional and the def2-TZVPD basis) on 2 unconnected molecules or ions with the total composition CH4ClN2O.

The total energy is -18637.683 eV. The energy above the lowest of the compared OMol25 structures with the same formula, charge and spin is 2.571 eV. As for the multiplicity: 3. As for the total charge: +1. The calculation puts the HOMO energy (alpha / beta) at -14.40 / -14.51 eV.

```
9
Properties=species:S:1:pos:R:3:forces:R:3:nbo_charge:R:1
C -1.35712 0.12843 0.30052 -2.6 -0.8 0.4 -0.55
N 1.67791 -1.03150 -0.24474 -1.1 0.2 -0.5 -0.54
N -0.11562 0.65514 0.00734 2.5 3.1 -0.4 0.44
O 0.23434 1.74596 -0.21268 -1.1 -2.5 0.4 0.03
Cl 3.03060 -0.24593 0.11472 0.7 0.1 0.0 0.35
H -1.44017 0.07268 1.39885 0.3 0.1 0.0 0.33
H -1.40221 -0.91072 -0.03960 0.2 0.2 -0.1 0.30
H -2.19808 0.73808 -0.06340 0.4 0.0 -0.1 0.29
H 1.57034 -1.15215 -1.26103 0.6 -0.3 0.2 0.35
```
Forces are in eV/Å.



(3)
ORCA calculation (the ωB97M-V functional and the def2-TZVPD basis) on 2 unconnected molecules or ions with the total composition C4H5O3P.

The total energy is -19657.484 eV. The energy above the lowest of the compared OMol25 structures with the same formula, charge and spin is 1.965 eV. As for the total charge: -2. The calculation puts the HOMO energy at 1.80 eV.

```
13
Properties=species:S:1:pos:R:3:forces:R:3:nbo_charge:R:1
C 1.19811 0.47006 -0.49594 -0.1 1.3 -0.4 -0.18
C 0.18786 1.02032 -1.18361 -0.6 0.3 -0.2 -0.45
C 1.57071 0.09326 0.84641 0.3 -1.0 1.0 -0.42
C 0.76795 -0.20245 1.89480 -0.2 -0.6 -0.6 0.00
O 0.85700 -0.91455 3.08562 -0.3 1.1 -1.6 -0.74
O -1.15737 0.81053 3.49101 -0.2 0.4 -0.2 -1.12
O -1.78663 -1.38444 2.25317 0.9 0.6 -0.3 -1.09
P -0.82010 -0.29687 2.57345 -0.4 -0.9 1.6 2.25
H 2.01568 0.47121 -1.19546 0.8 -1.0 0.1 0.18
H -5.10070 -2.31933 -9.03792 0.0 0.0 -0.1 -1.00
H -0.76448 1.48557 -0.85432 0.7 -0.8 0.0 0.19
H 0.42324 1.02042 -2.25923 -0.7 0.5 0.4 0.18
H 2.60872 -0.25373 0.88202 -0.2 0.1 0.4 0.19
```
Forces are in eV/Å.



(4)
ORCA calculation (the ωB97M-V functional and the def2-TZVPD basis) on C3H8N2O in the gas phase.

The total energy is -8266.249 eV. The energy above the lowest of the compared OMol25 structures with the same formula, charge and spin is 3.077 eV. The SMILES is C/N=C/N(C)O. The calculation puts the HOMO energy at -8.93 eV.

```
14
Properties=species:S:1:pos:R:3:forces:R:3:nbo_charge:R:1
C -2.37002 -0.33736 0.48661 0.3 0.7 0.6 -0.43
C -0.25224 0.47574 0.07400 -0.1 -0.3 -0.2 0.25
C 1.71975 -0.80892 -0.47273 0.7 0.1 0.1 -0.43
H -2.63314 -0.85391 1.43218 0.0 0.2 -0.7 0.20
H -2.95345 -0.70360 -0.34898 -0.3 -0.4 0.0 0.20
H -2.63664 0.75190 0.58824 0.3 -0.8 0.1 0.16
H -0.61377 1.48646 0.24316 -0.1 0.2 0.1 0.15
H 1.86289 -1.22648 0.52833 0.0 -0.2 -0.1 0.19
H 2.69004 -0.64000 -0.95012 -0.1 -0.1 0.1 0.20
H 1.13383 -1.45321 -1.09258 -0.3 -0.6 -0.2 0.23
H 2.11617 2.01825 -0.49333 -0.2 -0.5 0.6 0.47
N -0.95469 -0.57041 0.19223 -0.3 0.5 0.0 -0.47
N 1.04122 0.44969 -0.41785 -0.1 0.4 0.0 -0.17
O 1.85004 1.41184 0.23084 0.1 0.7 -0.6 -0.57
```
Forces are in eV/Å.



(5)
ORCA calculation (the ωB97M-V functional and the def2-TZVPD basis) on C5H6N2O in the gas phase.

The total energy is -10304.654 eV. The energy above the lowest of the compared OMol25 structures with the same formula, charge and spin is 4.950 eV. The SMILES is N#CC1=CNC[C@H]1O. The calculation puts the HOMO energy at -8.73 eV.

```
14
Properties=species:S:1:pos:R:3:forces:R:3:nbo_charge:R:1
C 0.78913 0.15075 -0.61328 -0.3 -2.3 -2.9 0.04
C 0.75614 1.24749 0.40964 1.9 -2.8 0.2 -0.30
C -1.29549 0.14366 0.52701 0.4 0.1 -5.2 0.10
C -0.65063 -0.28608 -0.85083 -2.8 -1.4 5.3 -0.26
C -1.01271 -1.64950 -1.37715 -0.6 -4.6 1.3 0.25
H 0.78531 -1.69666 0.31929 3.3 3.0 -1.6 0.48
H 1.27136 0.32214 -1.63820 -0.3 0.4 1.6 0.22
H 1.73842 0.82076 0.93892 -2.8 0.9 1.1 0.25
H 1.21232 2.04381 -0.00072 0.4 3.7 -1.4 0.21
H -0.91935 1.51719 1.86039 1.4 0.5 -2.5 0.39
H -2.29901 -0.19109 1.13356 2.7 1.0 -1.9 0.25
N -0.65163 1.38438 0.80135 -1.4 -2.3 5.0 -0.57
N -1.27345 -2.84134 -1.44422 1.3 6.7 -0.2 -0.34
O 1.54960 -0.96550 -0.06576 -3.4 -2.8 1.2 -0.74
```
Forces are in eV/Å.



(6)
ORCA calculation (the ωB97M-V functional and the def2-TZVPD basis) on C4H5NO2 in the gas phase.

The total energy is -9812.127 eV. The energy above the lowest of the compared OMol25 structures with the same formula, charge and spin is 2.188 eV. The SMILES is O=C[C@H]1CN=CO1. The calculation puts the HOMO energy at -9.40 eV.

```
12
Properties=species:S:1:pos:R:3:forces:R:3:nbo_charge:R:1
O -0.96750 -1.56817 0.52443 -1.4 0.0 -0.3 -0.49
C -1.34790 -0.52803 0.04472 -0.2 -0.6 0.2 0.40
C -0.36400 0.26917 -0.80677 0.0 0.0 0.3 -0.05
C 0.30870 1.08502 0.31196 0.5 0.3 0.0 -0.29
N 1.06187 0.04062 1.02541 0.0 -0.6 -0.1 -0.47
C 1.18608 -0.87112 0.15429 0.9 0.2 0.2 0.39
O 0.66439 -0.66089 -1.10500 0.1 -0.2 0.2 -0.49
H -2.27286 -0.05838 0.40597 -0.2 0.2 -0.2 0.13
H -0.73578 0.76994 -1.71033 0.1 -0.1 0.5 0.23
H 1.16537 1.64340 -0.04194 -0.4 1.1 -0.6 0.23
H -0.37740 1.69857 0.91253 0.3 -0.3 0.0 0.21
H 1.67903 -1.82014 0.28472 0.2 0.0 0.0 0.20
```
Forces are in eV/Å.



(7)
ORCA calculation (the ωB97M-V functional and the def2-TZVPD basis) on 2 unconnected molecules or ions with the total composition C8H20N2P.

The total energy is -20879.182 eV. The energy above the lowest of the compared OMol25 structures with the same formula, charge and spin is 2.233 eV. As for the total charge: +1. The calculation puts the HOMO energy at -12.93 eV.

```
31
Properties=species:S:1:pos:R:3:forces:R:3:nbo_charge:R:1
C -0.58991 2.34837 0.43441 0.9 3.1 -4.2 0.73
C 2.73655 -1.42706 -1.69013 -1.9 1.1 0.7 -0.60
C -1.26029 1.54870 1.32262 -1.7 -1.3 1.6 -0.68
C 2.75880 -0.10763 -0.87293 -0.6 0.2 -1.8 -0.38
C -0.52996 0.72330 2.36477 2.6 0.5 2.5 -0.38
C 2.07227 -0.15986 0.46651 -0.2 -0.2 -0.5 -0.41
C -0.11577 -0.62272 1.71564 2.4 0.4 -0.3 -0.41
C 0.61837 -0.55087 0.34843 -0.4 -1.9 -1.0 -0.40
N -2.99539 -0.29567 -0.23331 -0.3 1.2 -0.7 -1.31
N -0.31366 3.00578 -0.49751 -0.5 -1.9 2.9 -0.48
P -3.39901 -0.84739 -1.63274 -0.5 2.0 -1.8 1.15
H 3.08238 -2.22398 -1.07978 0.9 -0.8 0.4 0.21
H 3.21090 -1.36901 -2.65005 0.5 0.0 -0.3 0.23
H 1.68599 -1.69843 -1.85693 0.2 0.1 -0.4 0.19
H -1.98031 2.16799 1.91734 0.2 -0.2 -1.1 0.32
H -1.77487 0.79371 0.58672 -0.3 1.2 0.7 0.39
H 3.77403 0.14773 -0.71961 1.2 0.5 0.2 0.21
H 2.31661 0.73798 -1.48704 0.4 -0.9 0.5 0.17
H 0.34482 1.34553 2.87960 -1.6 -1.3 -1.3 0.23
H -1.23828 0.58326 3.24788 0.8 -0.2 -1.4 0.25
H 2.61342 -0.84795 1.09427 0.1 -0.4 0.5 0.21
H 2.15684 0.81718 0.90758 0.1 0.6 0.5 0.19
H 0.54870 -1.33293 2.25373 -0.7 0.8 0.6 0.24
H -1.04780 -1.04812 1.62681 -2.0 -1.7 -0.5 0.20
H 0.58877 -1.56300 -0.28497 -0.3 1.8 2.0 0.23
H 0.14127 0.10243 -0.37350 -0.3 0.5 -0.1 0.18
H -2.60073 -0.99661 0.29714 0.8 -2.0 1.8 0.37
H -0.06994 3.62911 -1.24076 0.2 0.1 -0.1 0.49
H -4.67354 -1.27737 -1.93953 -0.8 -0.1 0.4 -0.05
H -3.29465 0.23981 -2.55711 -0.2 -0.6 0.3 -0.04
H -2.76562 -1.82231 -2.34754 1.0 -0.8 -0.1 -0.05
```
Forces are in eV/Å.



no.,maximum force (eV/A)
1,4.1
2,4.0
3,2.0
4,1.0
5,6.8
6,1.5
7,5.3